[1]
Below is a molecular structure, C34H47BClIrN7OS3 in a non-equilibrium geometry, with properties calculated with ωB97M-V with the def2-TZVPD basis set.

Each line ends with the Mulliken charge.
Atoms and positions in Å:
Ir 0.14 0.26 0.19  0.92
C 5.00 -2.20 0.45  -1.54
C 4.16 -2.72 -0.71  1.16
C 4.90 -3.88 -1.37  -2.17
C 3.90 -1.65 -1.77  -1.42
N 2.84 -3.23 -0.18  0.45
C 2.38 -4.53 -0.36  -0.45
C 1.18 -4.62 0.24  -1.26
N 0.89 -3.39 0.80  0.35
B -0.32 -3.24 1.75  0.54
N 0.09 -2.40 2.99  0.30
C 0.81 -2.99 4.01  -1.37
C 1.05 -2.05 4.94  -0.22
N 0.50 -0.87 4.49  0.46
C -0.07 -1.11 3.28  0.02
S -0.88 0.07 2.26  -0.19
C 0.58 0.44 5.24  1.09
C 1.47 1.40 4.44  -0.41
C 1.23 0.19 6.60  -2.21
C -0.82 0.99 5.46  -1.45
N -1.61 -2.64 1.11  0.46
C -2.82 -2.84 1.74  -1.26
C -3.79 -2.51 0.86  -0.54
N -3.17 -2.11 -0.31  0.56
C -1.84 -2.17 -0.11  -0.27
S -0.56 -1.51 -1.12  -0.19
C -3.97 -1.80 -1.56  1.24
C -5.16 -2.76 -1.60  -1.87
C -3.17 -2.04 -2.84  -1.87
C -4.44 -0.36 -1.47  -1.28
C 1.90 -2.56 0.52  0.18
S 2.00 -0.87 0.98  -0.36
H 5.99 -1.94 0.08  0.50
H 5.11 -2.97 1.22  0.39
H 4.57 -1.31 0.90  0.32
H 5.86 -3.50 -1.73  0.46
H 4.36 -4.27 -2.24  0.48
H 5.10 -4.69 -0.67  0.50
H 4.85 -1.32 -2.18  0.55
H 3.39 -0.78 -1.35  0.25
H 3.30 -2.05 -2.58  0.35
H 2.94 -5.28 -0.89  0.59
H 0.51 -5.46 0.33  0.67
H -0.60 -4.34 2.12  -0.17
H 1.07 -4.04 3.99  0.66
H 1.56 -2.13 5.88  0.56
H 2.48 1.01 4.37  0.41
H 1.50 2.37 4.95  0.58
H 1.07 1.53 3.44  -0.75
H 2.25 -0.17 6.51  0.52
H 0.65 -0.51 7.20  0.51
H 1.26 1.14 7.13  0.45
H -1.29 1.32 4.53  0.25
H -0.77 1.85 6.13  0.50
H -1.46 0.24 5.93  0.39
H -2.89 -3.21 2.74  0.66
H -4.86 -2.52 0.98  0.56
H -4.83 -3.80 -1.61  0.41
H -5.73 -2.57 -2.51  0.48
H -5.85 -2.62 -0.77  0.49
H -2.60 -2.97 -2.80  0.41
H -2.48 -1.22 -3.07  0.13
H -3.87 -2.11 -3.67  0.54
H -5.12 -0.22 -0.63  0.39
H -4.97 -0.09 -2.38  0.43
H -3.59 0.31 -1.34  0.09
O 0.59 2.28 1.01  -0.53
C -0.51 3.15 0.75  -0.68
C -1.04 2.83 -0.61  0.95
C -1.88 3.75 -1.26  -0.89
C -2.51 3.39 -2.46  -0.71
C -2.13 2.24 -3.07  -1.02
C -1.03 1.41 -2.52  3.68
N -0.73 1.65 -1.10  0.25
H 0.99 2.50 1.86  0.15
H -0.18 4.19 0.78  0.63
H -1.30 3.01 1.49  0.33
H -2.09 4.70 -0.78  0.52
H -3.27 4.03 -2.89  0.57
H -2.54 1.95 -4.03  0.70
H -1.24 0.35 -2.65  -2.69
Cl 0.79 -1.19 -4.33  -0.10
C 0.34 0.16 -5.35  1.06
C 0.19 -0.08 -6.71  -0.72
C -0.18 0.96 -7.55  -0.47
C -0.39 2.23 -7.02  -0.83
C -0.21 2.45 -5.67  -0.41
C 0.15 1.42 -4.80  -0.56
C 0.29 1.69 -3.33  -0.77
H 0.37 -1.07 -7.10  0.47
H -0.32 0.77 -8.60  0.40
H -0.67 3.04 -7.67  0.42
H -0.35 3.45 -5.26  0.41
H 0.55 2.74 -3.18  0.56
H 1.06 1.07 -2.87  0.34

Calculated values
E_tot: -97034.18452 eV
maximum force: 0.02127 Eh/bohr
multiplicity: 2
energy relative to the best compared isomer or geometry (same formula, charge and spin): 37.8 kcal per mole
net charge: +2

---

[2]
Below is a molecular structure, C34H47BN10OPbS6 in a non-equilibrium geometry, with properties calculated with ωB97M-V with the def2-TZVPD basis set.

Each line ends with the Mulliken charge.
Atoms and positions in Å:
Pb -2.02 -0.80 1.22  1.59
C -1.34 4.12 -1.38  -1.85
C -0.79 2.74 -1.47  -0.48
C -0.57 2.12 -2.65  -0.61
C -0.10 0.79 -2.69  0.06
N 0.21 0.16 -1.61  -0.60
N 0.02 0.75 -0.40  0.62
B 0.28 -0.22 0.74  -1.17
N 1.06 -1.44 0.27  0.53
N 2.25 -0.94 -0.10  -0.34
C 3.16 -1.71 -0.61  -0.28
C 2.90 -3.10 -0.79  -0.77
C 1.72 -3.62 -0.38  0.50
C 1.41 -5.08 -0.52  -1.89
C 0.73 -2.75 0.22  0.83
S -0.71 -3.37 0.84  -0.59
C 4.46 -1.00 -0.96  2.71
C 4.15 0.15 -1.93  -1.52
C 5.47 -1.95 -1.61  -2.45
C 5.05 -0.43 0.34  -1.31
N 0.89 0.37 2.02  0.24
N 1.74 1.36 1.66  0.30
C 2.35 2.04 2.57  0.10
C 2.16 1.74 3.94  -0.89
C 1.30 0.78 4.32  0.13
C 1.06 0.46 5.76  -1.88
C 0.57 0.07 3.29  0.85
S -0.60 -1.05 3.75  -0.49
C 3.24 3.19 2.11  2.37
C 4.67 2.96 2.60  -1.51
C 2.67 4.49 2.71  -1.73
C 3.23 3.30 0.59  -1.68
C -0.55 2.00 -0.25  1.95
S -1.01 2.60 1.24  -0.38
C 0.05 0.03 -4.00  2.32
C 1.09 0.74 -4.87  -1.52
C 0.49 -1.41 -3.74  -1.66
C -1.31 0.02 -4.70  -1.84
H -1.44 4.56 -2.37  0.46
H -0.69 4.75 -0.77  0.29
H -2.31 4.11 -0.89  0.33
H -0.78 2.65 -3.57  0.38
H 3.64 -3.74 -1.23  0.52
H 2.22 -5.59 -1.03  0.39
H 0.48 -5.21 -1.08  0.35
H 1.25 -5.53 0.45  0.36
H 3.81 -0.24 -2.89  0.41
H 5.04 0.75 -2.09  0.50
H 3.36 0.79 -1.52  0.03
H 5.08 -2.39 -2.53  0.47
H 5.76 -2.75 -0.93  0.42
H 6.37 -1.39 -1.86  0.43
H 4.33 0.25 0.81  -0.15
H 5.97 0.12 0.13  0.49
H 5.28 -1.22 1.05  0.42
H 2.71 2.30 4.70  0.35
H 1.72 1.05 6.39  0.39
H 1.23 -0.60 5.95  0.36
H 0.02 0.65 6.02  0.35
H 4.72 2.90 3.69  0.32
H 5.30 3.80 2.30  0.48
H 5.09 2.05 2.18  0.18
H 2.69 4.48 3.80  0.33
H 1.64 4.64 2.39  0.31
H 3.27 5.34 2.37  0.48
H 3.63 2.40 0.12  0.15
H 3.86 4.15 0.29  0.56
H 2.22 3.46 0.21  0.17
H 2.06 0.76 -4.38  0.19
H 0.80 1.77 -5.09  0.32
H 1.19 0.22 -5.82  0.47
H 1.46 -1.44 -3.23  0.06
H 0.59 -1.93 -4.69  0.56
H -0.23 -1.93 -3.12  0.20
H -1.65 1.02 -4.96  0.35
H -2.07 -0.45 -4.07  0.26
H -1.24 -0.55 -5.63  0.50
S -3.65 0.47 -0.71  0.15
C -5.06 0.74 0.18  0.33
C -6.27 0.92 -0.58  -0.22
N -7.23 1.06 -1.20  -0.56
C -5.16 0.82 1.59  0.75
S -3.96 0.59 2.72  -0.21
C -6.47 1.06 2.15  -0.32
N -7.50 1.26 2.62  -0.47
C -6.16 -2.79 -0.99  -1.02
N -5.09 -2.79 0.00  0.10
C -5.16 -2.65 1.31  0.58
S -3.69 -2.69 2.26  -0.37
N -6.29 -2.57 2.01  -0.12
C -7.68 -2.66 1.57  -0.98
H -5.68 -2.79 -1.97  0.31
H -6.80 -1.92 -0.93  0.32
H -6.77 -3.69 -0.92  0.37
H -4.13 -2.57 -0.39  0.13
H -6.13 -2.45 3.00  0.26
H -7.95 -1.83 0.91  0.29
H -8.30 -2.58 2.45  0.34
H -7.88 -3.61 1.08  0.34
O -2.74 -1.40 -0.73  -1.08

Calculated values
E_tot: -123904.98143 eV
maximum force: 0.06168 Eh/bohr
multiplicity: 1
energy relative to the best compared isomer or geometry (same formula, charge and spin): 20.2 kcal per mole
net charge: 0

---

[3]
Below is 7 unconnected molecules or ions with the total composition C34H47N3O14S4 in a non-equilibrium geometry, with properties calculated with ωB97M-V with the def2-TZVPD basis set.

Each line ends with the Mulliken charge.
Atoms and positions in Å:
O 22.71 21.13 27.15  -0.60
N 23.21 20.13 26.68  1.17
O 23.46 19.11 27.31  -0.56
C 23.51 20.13 25.26  -0.47
C 23.92 18.95 24.65  -0.34
C 24.19 18.95 23.29  -0.50
C 24.09 20.13 22.56  -0.30
C 23.68 21.30 23.18  -0.59
C 23.40 21.31 24.55  -0.03
H 24.07 18.07 25.26  0.26
H 24.56 18.03 22.86  0.58
H 24.23 20.11 21.48  0.31
H 23.57 22.22 22.62  0.54
H 23.02 22.21 25.01  0.48
O 24.24 15.39 31.85  -0.60
N 23.53 14.71 31.14  1.00
O 22.97 13.70 31.49  -0.60
C 23.36 15.13 29.74  0.21
C 24.32 15.96 29.18  -0.17
C 24.21 16.27 27.84  -0.48
C 23.18 15.73 27.08  -0.30
C 22.25 14.88 27.66  -0.58
C 22.34 14.58 29.01  -0.52
H 25.12 16.31 29.82  0.44
H 24.97 16.83 27.30  0.38
H 23.07 16.01 26.04  0.37
H 21.41 14.45 27.13  0.39
H 21.64 13.92 29.50  0.47
O 18.56 23.79 24.58  -0.62
N 19.41 22.92 24.63  0.96
O 20.60 23.13 24.64  -0.57
C 18.97 21.52 24.52  -0.11
C 19.89 20.52 24.76  -0.05
C 19.53 19.22 24.48  -0.14
C 18.22 18.92 24.10  -0.57
C 17.28 19.93 23.99  -0.39
C 17.67 21.26 24.17  -0.57
H 20.86 20.78 25.16  0.33
H 20.20 18.40 24.70  0.48
H 17.92 17.90 23.94  0.35
H 16.26 19.68 23.74  0.39
H 16.95 22.06 24.05  0.49
O 22.28 22.24 31.67  -0.68
S 21.69 20.93 31.66  1.17
O 20.38 20.70 31.12  -0.65
C 22.81 19.73 30.92  -0.41
C 23.23 18.77 32.02  -0.08
C 22.13 18.78 33.09  -0.71
C 21.75 20.24 33.32  -0.76
H 23.64 20.25 30.45  0.34
H 22.25 19.24 30.12  0.21
H 23.37 17.75 31.66  -0.26
H 24.20 19.04 32.45  0.35
H 22.43 18.29 34.02  0.41
H 21.25 18.26 32.72  0.31
H 22.53 20.75 33.88  0.33
H 20.80 20.37 33.82  0.43
O 27.89 19.25 20.77  -0.61
S 26.97 18.57 19.90  1.24
O 26.13 17.51 20.41  -0.68
C 25.90 19.79 19.13  0.11
C 26.52 20.10 17.78  -0.82
C 27.06 18.76 17.24  -0.68
C 27.77 18.05 18.36  -0.75
H 25.69 20.63 19.78  0.17
H 24.97 19.25 18.95  -0.06
H 25.81 20.51 17.07  0.35
H 27.35 20.80 17.90  0.36
H 27.71 18.93 16.38  0.40
H 26.23 18.14 16.88  0.27
H 28.80 18.39 18.49  0.35
H 27.77 16.96 18.43  0.42
O 19.30 17.32 21.67  -0.67
S 19.70 18.40 20.81  1.32
O 18.92 19.61 20.71  -0.71
C 21.43 18.79 21.15  -0.46
C 22.25 18.28 19.96  0.13
C 21.43 17.21 19.24  -0.94
C 20.00 17.73 19.18  -0.88
H 21.64 18.37 22.13  0.14
H 21.49 19.87 21.30  0.35
H 22.43 19.11 19.28  0.13
H 23.21 17.88 20.30  0.09
H 21.52 16.24 19.72  0.36
H 21.79 17.08 18.22  0.37
H 19.27 16.96 18.96  0.46
H 19.89 18.56 18.48  0.34
O 29.98 22.33 22.01  -0.67
S 28.92 23.02 22.68  1.18
O 28.96 23.23 24.10  -0.67
C 28.64 24.64 21.90  -0.73
C 27.24 24.61 21.32  -0.76
C 26.43 23.53 22.03  -0.35
C 27.35 22.32 22.18  -0.42
H 29.45 24.76 21.19  0.39
H 28.74 25.36 22.71  0.35
H 26.76 25.58 21.46  0.38
H 27.22 24.47 20.24  0.28
H 25.52 23.23 21.50  0.22
H 26.10 23.85 23.02  0.34
H 27.56 21.92 21.18  -0.03
H 27.05 21.49 22.81  0.48

Calculated values
E_tot: -112486.94490 eV
maximum force: 0.03187 Eh/bohr
multiplicity: 1
SMILES: O=[N+]([O-])c1ccccc1.O=[N+]([O-])c1ccccc1.O=[N+]([O-])c1ccccc1.O=S1(=O)CCCC1.O=S1(=O)CCCC1.O=S1(=O)CCCC1.O=S1(=O)CCCC1
net charge: 0

---

[4]
Below is a molecular structure, C34H48BGaN8Se2, with properties calculated with ωB97M-V with the def2-TZVPD basis set.

Each line ends with the Mulliken charge.
Atoms and positions in Å:
Ga -0.23 0.34 -0.15  -0.57
C 0.21 -4.80 -0.79  -1.53
C -0.63 -3.57 -0.70  0.56
C -1.97 -3.41 -0.96  -1.08
C -2.30 -2.10 -0.62  -0.82
N -1.17 -1.46 -0.24  1.07
N -0.16 -2.39 -0.26  0.56
B 1.07 -2.13 0.62  -1.46
N 2.06 -1.24 -0.14  0.79
N 1.74 0.07 -0.42  1.31
C 2.87 0.64 -0.91  -0.60
C 3.88 -0.31 -0.94  -0.82
C 3.34 -1.48 -0.43  0.32
C 4.01 -2.80 -0.21  -1.30
C 3.06 2.11 -1.23  2.58
C 4.36 2.31 -2.01  -2.19
C 1.90 2.64 -2.08  -1.57
C 3.19 2.83 0.12  -1.19
N 0.61 -1.38 1.90  0.33
N -0.05 -0.16 1.87  0.97
C -0.36 0.12 3.16  -0.87
C 0.11 -0.90 3.98  -0.70
C 0.72 -1.82 3.15  0.16
C 1.39 -3.10 3.53  -1.52
C -1.04 1.37 3.69  2.79
C -2.19 1.84 2.79  -1.26
C -1.65 1.07 5.07  -2.20
C 0.06 2.43 3.89  -1.37
C -3.73 -1.57 -0.48  2.62
C -4.60 -2.75 -0.04  -1.95
C -3.82 -0.53 0.65  -1.67
C -4.27 -1.05 -1.85  -1.86
H -0.25 -5.51 -1.47  0.46
H 0.30 -5.28 0.18  0.29
H 1.22 -4.58 -1.15  0.26
H -2.65 -4.18 -1.30  0.57
H 1.59 -3.16 0.91  -0.03
H 4.89 -0.17 -1.28  0.65
H 5.01 -2.77 -0.64  0.47
H 3.46 -3.62 -0.67  0.19
H 4.11 -3.02 0.86  0.23
H 4.36 1.75 -2.94  0.45
H 5.23 2.02 -1.42  0.42
H 4.47 3.37 -2.25  0.43
H 1.98 2.26 -3.10  0.38
H 1.93 3.74 -2.12  0.47
H 0.94 2.35 -1.70  0.24
H 4.12 2.55 0.61  0.43
H 2.39 2.53 0.79  -0.16
H 3.18 3.91 -0.01  0.44
H 0.02 -0.97 5.05  0.60
H 1.37 -3.21 4.61  0.45
H 2.43 -3.12 3.20  0.25
H 0.89 -3.97 3.09  0.28
H -3.06 1.20 2.94  0.34
H -1.94 1.80 1.74  0.15
H -2.47 2.87 3.04  0.50
H -2.34 0.22 5.02  0.49
H -2.21 1.94 5.41  0.42
H -0.88 0.85 5.81  0.43
H 0.75 2.46 3.05  0.02
H 0.66 2.19 4.77  0.48
H -0.37 3.43 4.03  0.39
H -4.23 -3.20 0.89  0.39
H -4.66 -3.52 -0.80  0.47
H -5.62 -2.39 0.14  0.46
H -3.48 -0.97 1.59  0.38
H -4.85 -0.21 0.77  0.51
H -3.22 0.36 0.47  0.25
H -3.49 -0.90 -2.59  0.43
H -4.80 -0.10 -1.72  0.32
H -4.98 -1.76 -2.27  0.51
Se -2.16 1.26 -1.87  0.46
Se -1.12 1.90 -3.86  -0.01
C 0.00 0.34 -4.09  0.29
C 0.54 0.20 -5.35  -0.88
C 1.37 -0.89 -5.58  -0.60
C 1.58 -1.79 -4.54  -1.19
C 0.97 -1.55 -3.32  -0.21
N 0.20 -0.48 -3.08  0.60
C -1.69 2.78 -0.83  0.49
C -2.40 3.96 -0.91  -1.08
C -1.94 5.03 -0.16  -0.61
C -0.80 4.87 0.61  -1.32
C -0.18 3.63 0.65  -0.10
N -0.62 2.58 -0.05  -0.12
H 0.33 0.91 -6.14  0.46
H 1.82 -1.05 -6.55  0.46
H 2.19 -2.68 -4.68  0.52
H 1.12 -2.23 -2.50  0.43
H -3.27 4.04 -1.54  0.66
H -2.46 5.98 -0.18  0.48
H -0.39 5.68 1.19  0.54
H 0.69 3.49 1.26  0.45

Calculated values
E_tot: -231694.19101 eV
maximum force: 0.01412 Eh/bohr
multiplicity: 1
net charge: +2

---

[5]
Below is a molecular structure, C34H48F6N3O7S3V in a non-equilibrium geometry, with properties calculated with ωB97M-V with the def2-TZVPD basis set.

Each line ends with the Mulliken charge.
Atoms and positions in Å:
V -0.70 -0.48 0.74  1.61
C -0.83 -2.97 -0.11  -0.22
C -0.38 -2.54 -1.37  0.90
C -1.26 -1.47 -1.79  0.99
C -2.22 -1.33 -0.76  -2.12
C -2.01 -2.28 0.27  0.13
C -3.09 -2.82 1.21  2.11
C -3.25 -4.32 0.93  -1.86
C -2.75 -2.65 2.69  -1.50
C -4.44 -2.16 0.93  -1.93
C -1.43 -0.65 -3.08  2.56
C -1.17 -1.43 -4.38  -2.15
C -0.57 0.61 -3.09  -2.02
C -2.89 -0.16 -3.19  -2.24
C 0.71 -3.34 -2.11  2.45
C 1.74 -2.50 -2.88  -1.84
C 1.49 -4.23 -1.13  -2.10
C 0.01 -4.33 -3.07  -1.78
H -0.40 -3.78 0.46  0.38
H -3.11 -0.73 -0.84  0.69
H -2.35 -4.88 1.22  0.32
H -3.43 -4.50 -0.13  0.34
H -4.09 -4.73 1.50  0.44
H -1.79 -3.11 2.93  0.28
H -3.52 -3.11 3.32  0.55
H -2.69 -1.59 2.96  -0.12
H -4.77 -2.35 -0.10  0.33
H -4.40 -1.07 1.07  0.23
H -5.19 -2.56 1.61  0.47
H -0.16 -1.81 -4.45  0.36
H -1.34 -0.77 -5.23  0.52
H -1.87 -2.27 -4.47  0.36
H 0.49 0.38 -3.18  0.18
H -0.73 1.17 -2.18  -0.06
H -0.83 1.25 -3.94  0.65
H -3.60 -0.99 -3.05  0.37
H -3.06 0.27 -4.17  0.51
H -3.12 0.61 -2.45  0.29
H 2.59 -2.25 -2.25  0.39
H 1.33 -1.57 -3.25  0.28
H 2.12 -3.06 -3.74  0.42
H 1.91 -3.67 -0.30  0.31
H 2.33 -4.69 -1.67  0.46
H 0.87 -5.04 -0.73  0.42
H -0.46 -3.84 -3.91  0.24
H -0.75 -4.89 -2.53  0.28
H 0.75 -5.04 -3.46  0.54
F -1.98 0.12 4.41  -0.23
C -0.68 0.38 4.48  0.54
F -0.37 0.71 5.74  -0.27
F -0.40 1.41 3.69  -0.12
S 0.29 -1.12 4.00  1.17
O 0.12 -1.28 2.55  -1.23
O -0.24 -2.15 4.82  -0.67
N 1.75 -0.77 4.41  -0.77
S 2.77 0.00 3.47  0.99
O 3.90 -0.82 3.13  -0.81
O 2.14 0.77 2.43  -0.57
C 3.41 1.24 4.66  0.50
F 2.43 2.05 5.05  -0.22
F 3.94 0.65 5.73  -0.23
F 4.35 1.96 4.05  -0.22
N 3.15 -1.31 0.15  -0.08
C 3.45 -0.06 -0.35  -0.79
C 2.60 0.50 -1.30  1.07
C 2.85 1.73 -1.86  -0.26
C 3.98 2.43 -1.47  -0.30
C 4.85 1.90 -0.53  -0.93
C 4.60 0.65 0.02  -0.66
S 4.17 4.06 -2.06  1.36
O 3.30 4.89 -1.04  -0.55
O 5.52 4.51 -1.86  -0.70
O 3.56 4.17 -3.36  -0.66
H 2.16 -1.53 0.11  -0.31
H 3.55 -1.53 1.05  0.34
H 1.71 -0.06 -1.58  -0.19
H 2.18 2.15 -2.60  0.64
H 5.72 2.47 -0.23  0.49
H 5.27 0.24 0.76  0.41
C 0.29 5.32 0.32  -1.20
N 0.78 3.95 0.35  0.65
C 0.95 3.50 1.73  -0.41
C -0.02 2.99 -0.44  0.07
C -1.39 2.67 0.12  -0.35
C -2.37 3.67 0.08  -0.60
C -3.59 3.51 0.71  -1.20
C -3.85 2.33 1.38  -0.91
C -2.90 1.31 1.35  -0.04
C -1.66 1.41 0.70  1.64
H 1.06 5.98 0.75  0.31
H -0.63 5.46 0.90  0.48
H 0.11 5.64 -0.71  0.35
H 2.43 4.45 -0.92  0.47
H 0.00 3.50 2.29  0.36
H 1.66 4.15 2.25  0.44
H 1.35 2.48 1.73  -0.26
H 0.56 2.07 -0.47  -1.48
H -0.08 3.38 -1.46  0.89
H -2.17 4.59 -0.46  0.58
H -4.33 4.31 0.68  0.32
H -4.78 2.19 1.92  0.42
H -3.16 0.39 1.86  0.32

Calculated values
E_tot: -129339.75207 eV
maximum force: 0.02760 Eh/bohr
multiplicity: 4
energy relative to the best compared isomer or geometry (same formula, charge and spin): 0.0 kcal per mole
net charge: -1